Record 1
Below is a cluster of 11 separate species, C26H69BN5O18 in total at a distorted geometry, with properties calculated with ωB97M-V/def2-TZVPD.

The net charge is -1. The calculation puts the HOMO-LUMO gap at 8.832 eV. For the HOMO energy, the calculation gives -6.68 eV. Its multiplicity is 1. The total energy comes out at -73067.2435 eV. Its max |F| is 2.16 eV/A.

Structure (XYZ):
```
119
Properties=species:S:1:pos:R:3:lowdin_charge:R:1
O 0.07620 0.88294 1.47013 0.148
C 0.31515 0.17683 0.53139 -0.374
O -0.11822 0.35575 -0.71658 0.188
B 0.38757 -0.81782 -1.48338 -0.930
O 0.77705 -1.80577 -0.48773 0.201
C 1.04208 -1.16847 0.65047 -0.368
O 1.65944 -1.52108 1.60695 0.161
O 1.52077 -0.48684 -2.37191 0.224
C 1.24149 -0.89737 -3.59572 -0.349
O 1.96960 -0.82821 -4.55860 0.105
C -0.16878 -1.53664 -3.57239 -0.370
O -0.67091 -1.30349 -2.37360 0.237
O -0.67811 -2.16875 -4.44869 0.166
C -1.53253 -6.49874 1.06838 -0.049
C -0.75951 -5.18875 1.20442 -0.439
C 0.77112 -5.25554 1.18496 -0.173
O 1.43360 -5.78687 2.34455 -0.234
C 2.79014 -5.44254 2.40871 -0.115
N -1.20648 -4.20826 0.22059 0.064
H -1.18906 -6.96490 0.13852 0.076
H -2.60617 -6.35226 0.97293 0.076
H -1.29290 -7.14786 1.90865 0.077
H -1.00021 -4.76332 2.18417 0.121
H 1.08682 -4.20569 1.24083 0.101
H 1.23121 -5.67162 0.28199 0.117
H 2.98307 -4.36362 2.43215 0.089
H 3.35587 -5.87428 1.57672 0.089
H 3.14449 -5.84387 3.35868 0.086
H -0.56487 -3.43992 0.05014 0.045
H -1.20159 -4.71982 -0.66158 0.077
C 0.36460 2.85077 -3.47688 -0.073
C -0.74175 3.60935 -2.77827 -0.412
C -1.53824 4.62628 -3.61619 -0.209
O -0.72732 5.74629 -3.86201 -0.170
C -0.99421 6.34621 -5.12539 -0.112
N -1.68631 2.55503 -2.30367 0.057
H 1.03952 2.25440 -2.86345 0.071
H 1.05618 3.58579 -3.90717 0.076
H -0.04610 2.31219 -4.33373 0.088
H -0.23931 4.01837 -1.89458 0.119
H -2.45974 4.80180 -3.04937 0.120
H -1.88428 4.09513 -4.50962 0.126
H -2.08196 6.35399 -5.25506 0.079
H -0.68730 5.73069 -5.97870 0.085
H -0.58960 7.33911 -5.29934 0.079
H -1.10209 2.04050 -1.65036 0.038
H -2.44704 2.95871 -1.76089 0.014
C 1.67019 -4.46610 6.25579 -0.078
C 0.36462 -4.14587 5.54031 -0.410
C 0.49486 -2.83139 4.70301 -0.187
O 1.00718 -1.82298 5.53823 -0.187
C 0.90145 -0.54241 4.96873 -0.111
N -0.04166 -5.31061 4.75242 0.043
H 1.93391 -3.64427 6.92794 0.070
H 2.48305 -4.55725 5.53088 0.070
H 1.57330 -5.37515 6.84900 0.070
H -0.37188 -4.11458 6.34986 0.130
H -0.47264 -2.57184 4.26262 0.126
H 1.18922 -2.97645 3.86735 0.112
H -0.11484 -0.31605 4.61895 0.085
H 1.46671 -0.49908 4.03106 0.075
H 1.18143 0.27663 5.62637 0.085
H -0.05701 -6.13529 5.33012 0.064
H 0.54099 -5.39681 3.91816 0.032
C -4.21317 3.63739 1.18159 -0.084
C -3.88585 2.46748 0.29116 -0.429
C -4.50230 1.17252 0.89068 -0.190
O -4.56659 0.14776 -0.09443 -0.193
C -3.35114 -0.56855 -0.15626 -0.088
N -4.41610 2.71899 -1.04938 0.030
H -5.26726 3.87552 1.34775 0.078
H -3.76114 4.58401 0.88524 0.080
H -3.85850 3.34320 2.17514 0.071
H -2.80399 2.36442 0.19707 0.110
H -5.51810 1.36039 1.24943 0.122
H -3.99971 0.85573 1.81158 0.124
H -3.18340 -1.16296 0.74889 0.094
H -2.49996 0.10706 -0.26457 0.071
H -3.38469 -1.22733 -1.02226 0.098
H -5.39345 2.98220 -1.13150 0.081
H -4.46188 1.80772 -1.50506 0.076
C -1.00536 4.09230 2.54692 -0.059
C -0.08056 5.10082 1.80793 -0.402
C 0.72412 5.89648 2.87184 -0.197
O 0.06637 6.26654 4.07595 -0.197
C -0.64311 7.47198 4.04158 -0.132
N 0.66128 4.30051 0.84519 0.048
H -0.45046 3.55542 3.31794 0.088
H -1.48864 3.47006 1.79885 0.051
H -1.77952 4.56931 3.15414 0.070
H -0.70903 5.82030 1.27666 0.124
H 1.24187 6.77291 2.46602 0.120
H 1.51448 5.27456 3.30556 0.124
H -0.05405 8.36228 3.78876 0.083
H -1.02027 7.65095 5.04897 0.085
H -1.49062 7.46680 3.34821 0.086
H 1.66892 4.40378 0.94336 0.073
H 0.55729 3.30993 1.04704 0.044
O 3.32107 -3.12827 -5.46576 -0.067
H 2.94425 -2.36815 -4.99501 -0.011
H 3.36996 -3.81976 -4.79461 -0.007
O 2.75281 1.76239 -5.38898 -0.064
H 2.29841 0.93329 -5.16313 -0.002
H 3.11092 2.07540 -4.55393 0.021
O -1.83497 -1.68832 -7.18737 -0.071
H -2.15594 -2.13634 -6.39867 0.014
H -0.92601 -1.45531 -6.97225 0.023
C 2.61847 -3.91098 -2.14606 -0.116
O 3.21812 -4.81285 -3.06990 -0.109
H 1.64733 -3.52466 -2.47600 0.081
H 2.31357 -4.44349 -1.24128 0.062
H 3.32581 -3.11998 -1.90886 0.089
H 2.84826 -5.66575 -2.82923 0.083
C 5.05923 0.13760 -2.96218 -0.160
O 5.52565 -1.17190 -2.63791 -0.116
H 5.57501 1.02420 -2.58072 0.074
H 5.17613 0.23274 -4.04185 0.082
H 3.99993 0.17352 -2.70402 0.059
H 5.38631 -1.29222 -1.69355 0.067
```

Record 2
Below is an isolated molecule of C6H10 at a distorted geometry, with properties calculated with ωB97M-V/def2-TZVPD.

The SMILES is C=C/C(C)=C/C. For the energy above the lowest of the compared OMol25 structures with the same formula, charge and spin, the calculation gives 18.61 kcal per mole. The net charge is 0. The calculation puts the HOMO-LUMO gap at 9.547 eV. For the HOMO energy, the calculation gives -8.45 eV. Its multiplicity is 1. The total energy comes out at -6383.0524 eV. Its max |F| is 1.42 eV/A.

Structure (XYZ):
```
16
Properties=species:S:1:pos:R:3:nbo_charge:R:1
C -1.88997 1.27005 1.14050 -0.402
C -0.84265 1.22830 0.32554 -0.186
C -0.01873 0.04721 0.01423 -0.048
C -0.39355 -1.27725 0.60673 -0.649
C 1.00799 0.15938 -0.82477 -0.151
C 1.87931 -0.99495 -1.21603 -0.656
H -2.24295 0.38552 1.64791 0.189
H -2.39808 2.19970 1.29528 0.201
H -0.51160 2.13057 -0.17551 0.199
H 0.33335 -1.63190 1.33841 0.222
H -0.49567 -2.06448 -0.15045 0.219
H -1.35533 -1.26760 1.03134 0.214
H 1.28066 1.10941 -1.26254 0.196
H 2.75818 -0.67020 -1.76195 0.217
H 1.35608 -1.66823 -1.89291 0.218
H 2.19249 -1.60911 -0.37191 0.216
```

Record 3
Below is the ion C4H8NO with charge +1 at a distorted geometry, with properties calculated with ωB97M-V/def2-TZVPD.

The SMILES is C1[NH2+][C@@H]2OC[C@H]12. For the energy above the lowest of the compared OMol25 structures with the same formula, charge and spin, the calculation gives 56.64 kcal per mole. The net charge is +1. The calculation puts the HOMO-LUMO gap at 12.047 eV. For the HOMO energy, the calculation gives -15.57 eV. Its multiplicity is 1. The total energy comes out at -7805.6467 eV. Its max |F| is 3.06 eV/A.

Structure (XYZ):
```
14
Properties=species:S:1:pos:R:3:nbo_charge:R:1
C 1.08801 0.30064 0.55229 -0.246
N 0.29342 1.34818 -0.09330 -0.546
C -0.43407 0.27853 -0.88808 0.259
O -1.64269 -0.08114 -0.33366 -0.468
C -1.05088 -1.16896 0.43694 -0.054
C 0.39749 -0.82015 -0.19797 -0.260
H 1.03289 0.08904 1.62410 0.255
H 2.09034 0.21531 0.19551 0.251
H -0.42394 1.81114 0.39412 0.448
H 0.84178 2.10745 -0.58678 0.457
H -0.71226 0.61662 -1.86604 0.228
H -1.34868 -2.06074 0.05176 0.205
H -1.16310 -1.23097 1.54409 0.214
H 1.03167 -1.40494 -0.83298 0.258
```

Record 4
Below is a cluster of 3 separate species, C3H11O3 in total at a distorted geometry, with properties calculated with ωB97M-V/def2-TZVPD.

For the energy above the lowest of the compared OMol25 structures with the same formula, charge and spin, the calculation gives 23.66 kcal per mole. The net charge is 0. The calculation puts the HOMO-LUMO gap (spin up / spin down) at 11.466 / 7.432 eV. For the HOMO energy (spin up / spin down), the calculation gives -10.88 / -10.82 eV. Its multiplicity is 2. The total energy comes out at -9428.5088 eV. Its max |F| is 3.22 eV/A.

Structure (XYZ):
```
17
Properties=species:S:1:pos:R:3:nbo_charge:R:1
C 0.36549 -0.52335 -0.16625 -0.117
O -0.37949 0.61698 0.17509 -0.344
C 0.43832 -0.77838 -1.66615 -0.433
C 0.74543 -2.21958 -2.00405 -0.620
H 1.38452 -0.56768 0.26810 0.185
H -0.23040 -1.33469 0.36437 0.235
H -0.63279 -0.65559 -1.93675 0.221
H 1.17950 -0.12651 -2.12136 0.225
H 1.11007 -2.43640 -3.02701 0.227
H 1.54952 -2.70915 -1.40290 0.208
H -0.13638 -2.84504 -1.93929 0.210
H 0.51669 2.17511 2.03654 0.463
H 0.88271 1.71580 0.73822 0.463
O 1.10216 2.48873 1.32302 -0.935
H -1.40095 0.32043 1.04302 0.442
H -2.51310 -0.51621 1.67981 0.453
O -2.07995 0.32812 1.87203 -0.883
```

Record 5
Below is a structure of composition C10H16ClNO9S2Sn, with properties calculated with ωB97M-V/def2-TZVPD.

For the energy above the lowest of the compared OMol25 structures with the same formula, charge and spin, the calculation gives 2.38 kcal per mole. The net charge is 0. The calculation puts the HOMO-LUMO gap at 9.917 eV. For the HOMO energy, the calculation gives -9.60 eV. Its multiplicity is 1. The total energy comes out at -70565.8884 eV. Its max |F| is 0.72 eV/A.

Structure (XYZ):
```
40
Properties=species:S:1:pos:R:3:nbo_charge:R:1
Sn -0.43118 0.91669 1.25071 1.535
O 0.12935 -2.91498 0.49910 -0.829
Cl 0.93800 -1.94592 1.17296 2.543
O 2.25481 -2.40839 1.39728 -0.780
O 0.99683 -0.72198 0.31917 -0.921
O 0.27907 -1.53138 2.40725 -0.866
C -4.27324 -1.25191 1.74482 -0.802
S -2.59240 -1.73829 1.31998 1.290
O -2.06090 -0.48903 0.61225 -1.053
C -3.01688 -2.87309 -0.00731 -0.149
C -3.40908 -2.39083 -1.23208 -0.236
C -3.76194 -3.31491 -2.21691 -0.200
C -3.72239 -4.66916 -1.96762 -0.190
C -3.30404 -5.13623 -0.71608 -0.197
C -2.94029 -4.23680 0.26197 -0.232
H -4.75783 -0.90296 0.83719 0.236
H -4.20278 -0.46632 2.49178 0.259
H -4.77843 -2.13196 2.14443 0.239
H -3.40198 -1.32313 -1.41731 0.241
H -4.06386 -2.95472 -3.19246 0.221
H -3.99873 -5.37236 -2.74095 0.221
H -3.24838 -6.19848 -0.52044 0.223
H -2.58106 -4.60794 1.21300 0.233
C 0.61176 2.82242 -2.40004 -0.887
S -0.42780 3.16046 -1.01379 2.410
O -1.44495 4.09192 -1.43167 -0.987
O -1.00542 1.79576 -0.69459 -1.105
O 0.40064 3.56226 0.10947 -1.002
H -0.01086 2.44121 -3.20467 0.247
H 1.35238 2.08557 -2.09894 0.248
H 1.08788 3.75739 -2.68785 0.247
C -4.16258 2.79370 0.24872 -0.722
C -3.06199 2.88796 1.26558 0.712
N -2.41918 4.07841 1.31155 -0.801
O -2.75224 1.96193 2.01965 -0.703
H -4.99726 3.43681 0.52627 0.238
H -4.50020 1.76346 0.16433 0.229
H -3.76717 3.12156 -0.71410 0.257
H -2.46272 4.67966 0.50456 0.422
H -1.57316 4.11448 1.85961 0.410
```

Record 6
Below is a cluster of 3 separate species, C28H55N9O4P2S in total at a distorted geometry, with properties calculated with ωB97M-V/def2-TZVPD.

The SMILES is [H]/N=C\Cc1c(C#C)c(CCCOC)c2nsnc2c1COC.CN(C)P(=O)(N(C)C)N(C)C.CN(C)P(=O)(N(C)C)N(C)C. The net charge is 0. The calculation puts the HOMO-LUMO gap at 6.877 eV. For the HOMO energy, the calculation gives -7.99 eV. Its multiplicity is 1. The total energy comes out at -80929.8397 eV. Its max |F| is 8.58 eV/A.

Structure (XYZ):
```
99
Properties=species:S:1:pos:R:3:lowdin_charge:R:1
H 4.23893 2.87964 -4.91384 0.046
N 3.85163 3.53999 -5.60521 0.072
C 3.32509 4.51047 -4.94492 -0.234
C 3.27951 4.60111 -3.34084 -0.102
C 2.21621 5.74547 -3.02038 -0.097
C 0.73811 5.35058 -3.23093 -0.078
C 0.31942 3.92613 -3.67726 -0.083
C -0.10641 2.78032 -3.56277 0.123
C -0.28886 6.40401 -2.98785 -0.076
C -1.80017 5.97616 -3.26311 -0.143
C -1.95447 5.99858 -4.87195 -0.163
C -3.46346 5.95175 -5.36631 -0.222
O -3.92290 4.64678 -5.77120 -0.218
C -3.66173 3.66047 -4.76051 -0.118
C 0.05102 7.80935 -2.54482 -0.245
N -0.77115 8.90775 -2.31173 -0.251
S 0.22032 10.19380 -1.85154 0.946
N 1.76048 9.49095 -1.90905 -0.248
C 1.52641 8.17901 -2.30595 -0.264
C 2.57423 7.09474 -2.56260 -0.073
C 4.09673 7.50941 -2.30149 -0.172
O 4.85745 7.26492 -3.49347 -0.223
C 4.29640 7.93545 -4.63820 -0.097
H 2.81772 5.33694 -5.54256 0.110
H 3.00820 3.61348 -2.87127 0.117
H 4.31937 4.93095 -3.01285 0.114
H -0.51867 1.74268 -3.57880 0.061
H -2.52628 6.67021 -2.75103 0.114
H -1.97649 4.90634 -2.91978 0.096
H -1.54942 7.02340 -5.17805 0.119
H -1.27447 5.24638 -5.37293 0.116
H -4.19254 6.44510 -4.63537 0.131
H -3.51367 6.59625 -6.30686 0.125
H -4.28690 2.72499 -4.93071 0.102
H -2.57268 3.34021 -4.71596 0.071
H -3.94729 4.09834 -3.74634 0.097
H 4.45473 6.85519 -1.43872 0.136
H 4.16448 8.58403 -1.94933 0.120
H 3.68702 7.19229 -5.24230 0.073
H 5.13707 8.28273 -5.32349 0.102
H 3.69600 8.86485 -4.36459 0.105
C -3.43400 -3.86350 -1.35829 -0.139
N -2.79008 -2.69173 -1.92658 -0.310
C -2.54666 -2.94827 -3.34657 -0.152
P -1.61064 -1.67072 -1.17101 0.761
O -2.07522 -0.42355 -1.94041 -0.324
N -2.24912 -1.06147 0.32500 -0.357
C -3.54363 -1.46350 0.84455 -0.141
C -2.09322 0.37995 0.53543 -0.155
N -0.98498 -3.08402 -0.29435 -0.266
C -0.47296 -2.91725 1.07923 -0.120
C 0.14696 -3.65698 -1.06541 -0.140
H -2.75386 -4.71910 -1.25524 0.078
H -4.26398 -4.18884 -1.99398 0.084
H -3.89041 -3.67762 -0.39120 0.050
H -1.83728 -3.77135 -3.49636 0.064
H -2.14904 -2.06431 -3.85133 0.068
H -3.47617 -3.20380 -3.86447 0.080
H -4.35137 -1.29582 0.12270 0.089
H -3.78986 -0.91886 1.76136 0.081
H -3.52949 -2.50982 1.15546 0.060
H -2.86217 0.96038 0.01391 0.077
H -1.11649 0.72181 0.18623 0.068
H -2.14677 0.62168 1.60162 0.077
H 0.23406 -2.08625 1.15094 0.089
H 0.03399 -3.82659 1.41784 0.073
H -1.27457 -2.76459 1.79915 0.072
H 1.00027 -2.97162 -1.08394 0.081
H -0.13753 -3.85609 -2.10114 0.063
H 0.46916 -4.60997 -0.64047 0.083
C 1.18288 -8.27008 5.75437 -0.138
N 1.09660 -7.12315 4.86689 -0.308
C 1.85289 -7.42772 3.65162 -0.150
P 1.10117 -5.44913 5.31154 0.757
O 0.24254 -5.02427 4.11769 -0.309
N -0.17957 -5.14090 6.44281 -0.357
C -1.03185 -6.19390 6.96551 -0.141
C -1.01399 -3.97338 6.14634 -0.153
N 2.17405 -5.82898 6.67599 -0.272
C 2.03734 -5.07494 7.93581 -0.126
C 3.58034 -5.62246 6.24633 -0.140
H 2.17633 -8.38891 6.20628 0.077
H 0.96758 -9.19333 5.20684 0.084
H 0.44892 -8.25205 6.55395 0.050
H 2.92244 -7.55533 3.85830 0.065
H 1.74576 -6.63764 2.90418 0.067
H 1.48701 -8.34541 3.18110 0.081
H -1.51397 -6.77205 6.16889 0.090
H -1.81624 -5.78609 7.61054 0.082
H -0.46887 -6.85880 7.62344 0.059
H -1.78050 -4.19211 5.39494 0.078
H -0.40700 -3.14341 5.77859 0.069
H -1.51486 -3.61777 7.05217 0.078
H 2.01579 -3.99546 7.76435 0.088
H 2.87076 -5.29722 8.61030 0.083
H 1.14629 -5.36435 8.49002 0.071
H 3.78332 -4.56464 6.05126 0.082
H 3.80123 -6.17410 5.32994 0.064
H 4.27970 -5.98182 7.00420 0.083
```